# 1
ORCA calculation (ωB97M-V with the def2-TZVPD basis set) on a molecular structure, C38H34IrN3O3P2Te in a non-equilibrium geometry.

Structure (XYZ):
```
82
Properties=species:S:1:pos:R:3:mulliken_charge:R:1
Ir -1.1171 -0.7451 1.2272 0.245
N -2.3912 9.3993 0.3539 -0.493
C -2.2452 8.2650 0.4868 -0.173
C -2.0681 6.8304 0.6507 0.558
C -1.3762 6.1005 -0.3061 -0.821
C -1.2126 4.7338 -0.1448 -0.087
C -1.7661 4.0781 0.9487 -0.415
C -2.4732 4.8133 1.8960 -0.225
C -2.6135 6.1862 1.7579 -0.911
C -1.6073 2.6005 1.1116 0.674
C -0.3194 2.1283 1.3476 0.472
C 0.8557 2.9569 1.5892 -0.725
C 1.8282 2.1711 2.0594 -1.430
C 1.3010 0.8109 2.0666 -0.481
N 0.0047 0.8296 1.6344 -0.163
C -2.7667 1.8236 1.1929 0.337
C -4.1084 2.2327 1.0169 -0.569
C -4.8909 1.1281 1.2670 -1.113
C -4.0183 0.0521 1.5713 -0.323
N -2.7554 0.4468 1.5090 0.514
H -0.9760 6.6050 -1.1760 0.471
H -0.6764 4.1596 -0.8949 0.619
H -2.8957 4.3065 2.7557 0.562
H -3.1445 6.7618 2.5059 0.467
H 0.8965 4.0306 1.4540 0.524
H 2.8187 2.4678 2.3854 0.471
H 1.6171 0.0062 2.7167 1.135
H -4.4385 3.2251 0.7295 0.585
H -5.9722 1.0753 1.2449 0.457
H -4.2680 -0.9756 1.8044 0.618
C 6.6740 -0.0348 1.3447 -0.528
C 5.7791 0.1382 2.3939 -0.917
C 4.4133 0.0953 2.1499 -0.599
C 3.9397 -0.1218 0.8551 0.610
C 4.8396 -0.2749 -0.1979 -0.126
C 6.2052 -0.2391 0.0523 -0.756
P 2.1591 -0.2256 0.5998 0.873
C 1.8970 0.2913 -1.0946 0.372
C 1.7054 -0.6050 -2.1401 0.075
C 1.5469 -0.1281 -3.4351 -0.408
C 1.5646 1.2375 -3.6837 -0.807
C 1.7368 2.1403 -2.6369 -0.803
C 1.9013 1.6694 -1.3405 -0.694
C 1.6905 -1.9330 0.8990 0.516
C 2.5633 -3.0139 0.7778 -0.439
C 2.2126 -4.2350 1.3344 -0.770
C 1.0377 -4.3387 2.0854 -0.604
C 0.1738 -3.2498 2.1943 -0.720
C 0.4516 -2.0364 1.5309 0.170
H 7.7415 -0.0077 1.5355 0.400
H 6.1468 0.3083 3.3996 0.424
H 3.7128 0.2351 2.9683 0.394
H 4.4755 -0.4241 -1.2085 0.409
H 6.9063 -0.3728 -0.7641 0.431
H 1.7129 -1.6699 -1.9389 0.162
H 1.4106 -0.8286 -4.2542 0.460
H 1.4466 1.6030 -4.6987 0.415
H 1.7467 3.2071 -2.8338 0.492
H 2.0426 2.3643 -0.5167 0.449
H 3.5233 -2.8925 0.2868 0.459
H 2.8724 -5.0898 1.2283 0.437
H 0.7941 -5.2678 2.5914 0.450
H -0.7269 -3.3597 2.7864 0.412
C 0.5942 -4.7501 -2.1004 -1.114
C -0.7669 -4.1244 -2.2417 -0.144
O -1.2819 -3.8122 -0.9136 -0.180
P -2.3116 -2.6633 -0.6142 1.081
O -2.3792 -2.4298 0.8785 -0.855
Te -1.5927 -0.5767 -1.5188 -0.056
O -3.7301 -3.1650 -1.0539 -0.405
C -4.0620 -3.7264 -2.3518 0.068
C -5.5571 -3.8934 -2.4200 -1.431
H 1.0030 -4.9698 -3.0922 0.400
H 0.5240 -5.6848 -1.5362 0.364
H 1.2741 -4.0804 -1.5693 0.057
H -1.4482 -4.8163 -2.7310 0.229
H -0.7195 -3.2125 -2.8385 0.370
H -3.5628 -4.6839 -2.4614 0.161
H -3.7124 -3.0550 -3.1406 0.346
H -5.8903 -4.6592 -1.7200 0.327
H -5.8458 -4.1896 -3.4310 0.405
H -6.0529 -2.9528 -2.1761 0.361
```

As for the spin multiplicity: 2. As for the expectation value of S²: 0.86. The value obtained for the gap between HOMO and LUMO (alpha / beta) is 0.194 / 0.220 Eh. The calculation puts the relative energy (zero: lowest compared OMol25 entry of this formula, charge and spin) at 181.2 kJ/mol. The HOMO energy (alpha / beta) comes out at -0.3426 / -0.3762 Ha. As for the charge: +1.


# 2
ORCA calculation (ωB97M-V with the def2-TZVPD basis set) on 2 unconnected molecules or ions with the total composition C38H34N3O3 in a non-equilibrium geometry.

Structure (XYZ):
```
78
Properties=species:S:1:pos:R:3:mulliken_charge:R:1
C 5.8378 -0.0297 3.4307 -0.529
C 5.1919 1.2124 3.4097 -0.622
C 3.8071 1.2710 3.3231 -0.279
C 3.0411 0.0990 3.2771 0.303
C 1.5398 0.2558 3.2766 1.338
C 0.7367 -0.8864 3.4650 -0.956
N -0.6439 -0.8680 3.3932 0.341
C -1.3595 0.2996 3.4276 -0.414
C -2.7462 0.3206 3.3661 0.474
C -3.4594 -0.9189 3.2194 0.750
C -4.8593 -0.8860 3.0800 -0.712
C -5.5500 0.3223 3.1298 -0.532
C -4.8522 1.5383 3.3159 -0.560
C -3.4694 1.5437 3.4205 -0.676
C -2.6862 -2.1055 3.2313 -0.931
C -1.3276 -2.0748 3.3561 -0.380
O 1.0833 1.4212 3.1344 -0.858
C 3.6949 -1.1393 3.2423 -0.348
C 5.0870 -1.2036 3.3329 -0.824
H 6.9240 -0.0681 3.5079 0.448
H 5.7532 2.1440 3.4604 0.434
H 3.3006 2.2357 3.3106 0.512
H 1.1622 -1.8803 3.5554 -0.063
H -0.7709 1.2029 3.4537 0.822
H -5.3764 -1.8380 2.9377 0.385
H -6.6365 0.3329 3.0306 0.394
H -5.4040 2.4776 3.3757 0.403
H -2.8860 2.4610 3.5475 0.451
H -3.1752 -3.0742 3.1391 0.431
H -0.6853 -2.9544 3.3839 0.420
H 3.1049 -2.0457 3.1402 0.384
H 5.5810 -2.1752 3.3201 0.409
C 4.9477 5.6953 4.8545 -0.907
O 3.8003 4.8720 5.1766 -0.443
C 4.0328 3.7272 5.8668 0.259
C 2.9001 2.9083 6.1273 0.409
C 3.1130 1.6896 6.7169 1.136
C 4.4267 1.2609 7.0436 -0.443
C 5.5404 2.0600 6.8238 -1.405
C 5.3436 3.3095 6.2398 -0.785
N 4.3287 0.0050 7.6459 0.276
C 5.4086 -0.7440 8.2619 -0.954
C 3.0218 -0.3890 7.6805 -1.145
C 2.2027 0.6425 7.1705 0.772
C 0.8054 0.7377 7.2264 -0.066
C -0.0137 -0.3620 7.5539 0.984
C 0.2502 -1.7290 7.3558 -1.637
N -0.7121 -2.4734 7.9832 0.302
C -0.7312 -3.9225 8.0034 -0.937
C -1.6430 -1.6321 8.5985 -0.195
C -1.2450 -0.2975 8.3322 0.172
C -1.9075 0.7633 8.9138 0.357
C -2.9941 0.4763 9.7865 0.532
O -3.6965 1.4542 10.4132 -0.473
C -3.2767 2.8185 10.1776 -0.737
C -3.3806 -0.8700 10.0528 -0.921
C -2.7035 -1.9292 9.4542 -0.979
H 4.5330 6.5587 4.3362 0.274
H 5.4785 6.0166 5.7620 0.377
H 5.6374 5.1502 4.1942 0.338
H 1.8988 3.2028 5.8197 0.400
H 6.5372 1.7198 7.0996 0.258
H 6.1986 3.9565 6.0252 0.433
H 6.3505 -0.2216 8.0853 0.306
H 5.2436 -0.8424 9.3449 0.347
H 5.4638 -1.7589 7.8482 0.338
H 2.7188 -1.3183 8.1501 0.784
H 0.3563 1.7257 7.1344 0.330
H 1.0870 -2.1831 6.8363 0.760
H -1.5737 -4.2554 8.6139 0.298
H -0.8368 -4.3308 6.9885 0.308
H 0.2041 -4.3219 8.4191 0.335
H -1.5805 1.7842 8.7069 0.342
H -3.9722 3.4234 10.7573 0.245
H -2.2473 2.9775 10.5269 0.314
H -3.3446 3.0741 9.1115 0.301
H -4.2115 -1.0366 10.7380 0.451
H -2.9822 -2.9646 9.6457 0.276
```

The value obtained for the gap between HOMO and LUMO is 0.187 Eh. The calculation puts the relative energy (zero: lowest compared OMol25 entry of this formula, charge and spin) at 0.0 kJ/mol. The HOMO energy comes out at -0.3394 Ha. As for the charge: +1.


# 3
ORCA calculation (ωB97M-V with the def2-TZVPD basis set) on a molecular structure, C38H35Br5CaCl2F18KN3O9S in a non-equilibrium geometry.

Structure (XYZ):
```
113
Properties=species:S:1:pos:R:3:mulliken_charge:R:1
C 0.3628 4.0774 3.9856 -0.782
C 0.3496 5.1894 2.7364 -0.340
C -1.1401 5.8076 2.4349 -0.542
C -1.5628 5.7431 0.8184 -0.686
C -2.6295 4.4631 0.7147 0.251
C -4.1947 4.5467 1.2954 0.894
C -4.6884 5.9690 1.9900 -0.371
C -4.8145 7.1251 0.8325 0.568
O -5.2641 6.7824 -0.4069 -0.500
F -4.3779 8.4984 1.1915 -0.242
C -5.2432 3.2451 1.2327 -0.894
C -4.6604 1.8696 0.5567 0.510
C -3.1008 1.7835 -0.0414 -0.218
C -2.0565 3.0642 0.0209 -0.198
N -0.6326 2.9506 -0.5382 -0.314
C -0.6930 3.4621 -1.8303 0.723
O -0.3877 3.8854 -3.0729 -0.472
C -2.5753 0.3382 -0.6993 0.222
O -1.8012 0.3005 -1.7864 -0.532
C -3.1510 -1.0171 0.0944 0.190
C -2.1896 -2.3665 0.3260 0.333
C -1.5278 -2.8306 -1.0725 -1.246
C 0.0427 -2.5996 -1.3261 0.993
F 0.1738 -1.7908 -2.5972 -0.302
F 0.6427 -3.9389 -1.6878 -0.331
C 0.9172 -1.8171 -0.2018 0.548
F 2.2092 -1.4349 -0.8901 -0.311
F 0.3406 -0.4869 0.2248 -0.276
C 1.2540 -2.6510 1.1653 0.584
F 0.4726 -3.9428 1.2418 -0.337
F 0.7909 -1.8769 2.3782 -0.297
C 2.8238 -3.0717 1.3719 0.625
F 2.8300 -4.0319 2.5408 -0.319
F 3.3260 -3.9101 0.2189 -0.286
C 3.8336 -1.8575 1.7946 0.493
F 3.2766 -0.4905 1.6750 -0.295
F 4.1752 -2.0282 3.2569 -0.276
C 5.2822 -1.8450 1.0092 0.551
F 5.9394 -0.5471 1.4220 -0.290
F 5.1414 -1.7176 -0.4901 -0.276
C 6.3226 -3.0257 1.4663 0.429
F 7.0637 -2.4818 2.6656 -0.116
F 5.6941 -4.2859 1.9193 -0.234
C 7.5197 -3.2822 0.3264 0.647
F 8.0647 -1.9726 -0.1938 -0.164
F 8.6630 -3.8741 1.1159 -0.270
F 7.1068 -4.2132 -0.7504 -0.203
C -4.5717 -0.9305 0.6228 0.133
C -5.2917 -2.1597 1.4676 -0.501
Br -4.7795 -2.2747 3.4296 -0.038
C -6.2664 -3.1275 0.8799 0.164
C -6.6960 -3.0481 -0.7336 -0.912
Br -7.0377 -4.4981 2.1584 -0.129
C -5.5161 0.4374 0.4349 0.026
O -6.8270 0.4088 0.1832 -0.629
H 1.2369 4.3248 4.7552 0.262
H -0.6381 4.1263 4.6081 0.260
H 0.5865 2.9893 3.5839 0.107
H 1.0181 6.0867 3.1289 0.301
H 0.8581 4.6616 1.8189 0.226
H -1.9210 5.1408 3.0323 0.203
H -1.2524 6.8972 2.8844 0.280
H -2.0416 6.7656 0.5053 0.205
H -0.5739 5.5601 0.2209 0.396
H -3.8852 6.2540 2.8224 -0.055
H -5.6993 5.7319 2.5566 0.402
H -6.3361 3.3079 1.6724 0.125
H -2.8483 -3.2782 0.7271 0.363
H -1.4696 -2.0860 1.1993 0.196
H -2.1308 -2.2936 -1.9517 0.319
H -1.7685 -3.9910 -1.2172 0.411
H -7.3365 -2.0773 -0.9692 0.183
H -5.7351 -3.1112 -1.4174 0.269
H -7.4297 -3.9671 -0.8971 0.369
K -6.6462 -2.2277 -3.2965 1.020
C 7.5755 -1.1109 -3.0855 -0.765
C 9.0580 -1.2941 -3.3950 -0.096
C 9.6224 -0.1823 -4.2818 -0.478
C 8.8871 -0.1635 -5.6120 0.247
N 8.2771 -0.1478 -6.7155 -0.489
H 6.9656 -1.1462 -3.9937 0.300
H 7.2232 -1.9112 -2.4271 -0.051
H 7.3947 -0.1528 -2.5851 0.353
H 9.2011 -2.2667 -3.8815 0.338
H 9.6171 -1.3196 -2.4533 0.044
H 10.6890 -0.3516 -4.4630 0.317
H 9.5112 0.7924 -3.7945 0.311
C 12.5660 -2.9195 -1.2322 -0.380
Br 11.1638 -3.6871 -0.1234 0.009
Br 12.2452 -3.2332 -3.1250 0.083
Br 12.8414 -1.0326 -0.8476 -0.078
H 13.4960 -3.4372 -0.9754 0.355
Cl -1.9921 6.9918 4.2366 -0.572
Cl 11.8142 -5.4972 -4.5434 -0.619
C -11.4971 -1.9094 2.5017 -1.103
C -10.2651 -1.1942 2.0387 0.491
O -9.1331 -1.6257 2.1058 -0.415
N -10.2749 0.1295 1.5487 0.077
C -11.3952 0.5501 0.7023 -0.892
H -11.3114 -2.9868 2.4943 0.321
H -11.7412 -1.5870 3.5165 0.339
H -12.3401 -1.7090 1.8372 0.431
H -10.2064 0.7243 2.3816 0.400
H -9.3510 0.2087 1.1025 0.263
H -11.1389 1.5213 0.2728 0.361
H -12.2917 0.6375 1.3206 0.389
H -11.5292 -0.1881 -0.0928 0.367
O 4.9438 0.7953 -7.1849 -0.478
S 4.4678 -0.3481 -6.3852 1.295
O 2.9937 -0.3688 -6.3864 -0.524
O 4.9563 -0.2167 -5.0005 -0.440
O 4.9774 -1.6021 -6.9693 -0.472
Ca 7.0498 -2.0968 4.8473 0.164
```

The value obtained for the gap between HOMO and LUMO is 0.047 Eh. The HOMO energy comes out at -0.1877 Ha. As for the charge: 0.


Among the records above, which one has the lowest charge? C38H35Br5CaCl2F18KN3O9S


Among the records above, which one has the lowest charge? C38H35Br5CaCl2F18KN3O9S